--- A ---
C15H22N2O4 | wB97M-V/def2-TZVPD

CARTESIAN COORDINATES (ANGSTROEM)
H1 -1.62545 0.73419 1.23272
C1 3.73706 -3.90399 -1.03513
C2 -3.52017 -0.18894 0.74814
H2 -4.26109 2.20404 1.64112
O1 0.75698 3.06713 -0.54456
H3 5.01671 1.00942 -1.17712
H4 -3.51905 3.76082 0.02675
H5 1.09773 -3.30858 -0.96272
O2 -1.05648 4.38047 0.74196
N1 -0.99922 -1.97756 -0.00093
C3 -2.66223 0.77360 1.56938
H6 4.58289 1.12380 0.52534
H7 -3.42270 0.03339 -0.31468
H8 2.99099 -4.69001 -1.11951
H9 -0.48697 -2.76060 0.38329
H10 -2.73327 2.81008 2.27765
H11 -2.66395 -1.83155 1.90614
H12 4.35448 -3.91454 -1.93213
C4 1.93461 -0.04659 -0.58689
C5 3.31745 -0.16169 -0.61041
H13 -4.56577 -0.04885 1.02853
H14 3.59973 1.95381 -0.68302
C6 -1.44638 3.38890 0.13822
C7 3.88097 -1.42281 -0.74335
C8 1.12779 -1.17371 -0.68102
H15 -2.68624 0.45903 2.61638
C9 -0.35097 -1.00356 -0.68353
H16 -3.03518 2.20859 -0.69010
O3 -0.92323 -0.05891 -1.19715
C10 1.71320 -2.42961 -0.82883
N2 -0.58992 2.67208 -0.60127
C11 -3.15944 -1.66636 0.94146
H17 1.48725 0.92933 -0.49649
H18 -4.06034 -2.28312 0.89844
C12 -2.87104 2.89076 0.14164
O4 -2.36813 -2.21256 -0.10887
H19 4.38218 -4.12533 -0.18581
C13 -3.18058 2.21015 1.48226
H20 -0.72359 1.74282 -0.99570
C14 3.09277 -2.56155 -0.86422
C15 4.17874 1.05600 -0.48488
H21 0.70269 3.88594 -0.00290
H22 4.95715 -1.52394 -0.76817

Summary:
LUMO energy in eV: 0.537
HOMO in hartree: -0.328
Structure (SMILES): Cc1cc(C)cc(C(=O)NOCCCCCC(=O)NO)c1

Löwdin atomic charge list, values in e, 8 entries: 0.10, -0.05, -0.18, 0.11, -0.02, 0.08, 0.12, 0.12

=====

--- B ---
C15H22N2O4 | wB97M-V/def2-TZVPD

CARTESIAN COORDINATES (ANGSTROEM)
C1 -3.21262 1.61389 0.05555
H1 -5.33114 1.40749 0.12398
C2 -4.31947 -0.49461 -0.01526
N1 3.12457 0.55852 0.08233
H2 2.00492 2.29177 -1.55746
H3 0.45187 0.54389 -0.80456
C3 2.56403 1.84441 0.47862
H4 3.35497 2.59556 0.56775
H5 4.50902 -0.88765 -1.71672
O1 4.65642 -1.82574 0.11032
C4 -0.80163 1.96257 -0.02529
H6 6.07779 -0.78874 -0.86053
C5 -3.07292 -1.11745 -0.08645
H7 3.27014 -0.41719 1.96452
O2 -0.66527 -0.97992 -0.15341
N2 0.35229 1.51761 -0.56901
C6 -1.89706 -0.38591 -0.09910
H8 -7.36316 -1.62842 0.02879
C7 -0.59220 -2.38786 -0.14873
H9 -1.07254 -2.81606 -1.03345
O3 -0.92535 3.10152 0.39534
H10 -6.82241 -0.22380 0.98090
C8 4.99410 -0.75341 -0.73778
H11 0.47008 -2.62678 -0.16284
H12 1.23549 3.34644 -0.33505
C9 -6.67824 -0.78228 0.05093
H13 5.11653 0.76392 0.79149
H14 2.06372 1.76984 1.44949
C10 -4.38814 0.89031 0.06004
C11 3.26932 -1.84387 0.34687
C12 -1.95974 1.01909 -0.03483
C13 4.55764 0.58712 -0.14534
H15 -1.04456 -2.80865 0.75371
O4 -5.38595 -1.33683 -0.02282
H16 -6.88291 -0.12811 -0.80222
C14 1.54660 2.32474 -0.56511
H17 1.70736 -0.56730 1.10984
H18 4.78955 1.38615 -0.85206
H19 -3.23887 2.69091 0.12525
H20 2.73826 -1.99902 -0.60579
H21 3.08337 -2.68776 1.01411
H22 -3.07371 -2.19355 -0.13211
C15 2.78984 -0.53486 0.97612

Summary:
LUMO energy in eV: 0.707
HOMO in hartree: -0.312
Structure (SMILES): COc1ccc(C(=O)NCCN2CCOCC2)c(OC)c1

Löwdin atomic charge list, values in e, 8 entries: 0.00, 0.10, -0.27, -0.18, 0.12, 0.12, -0.17, 0.12

=====

--- C ---
C15H22N2O4 | wB97M-V/def2-TZVPD

CARTESIAN COORDINATES (ANGSTROEM)
H1 -1.51540 -2.50189 2.72674
O1 -1.44152 4.03344 0.04531
C1 -1.50140 -6.26556 1.19002
C2 -1.21580 -2.51324 1.67927
C3 1.16640 2.85927 -0.05652
C4 -1.97362 -5.31337 0.23485
C5 0.67787 4.29724 -2.06460
H2 3.79912 4.37201 -3.05666
N1 1.49229 3.36391 -1.29125
H3 -0.10709 -4.72730 2.98864
H4 0.57167 -1.29043 1.98299
H5 1.36798 5.50132 -3.76382
H6 3.11344 5.71705 -2.11955
H7 1.62041 3.75813 -3.92232
H8 -0.10757 -2.59805 -0.70756
H9 -2.11841 2.17991 0.75154
C6 -1.22334 2.80517 0.73412
H10 0.46785 5.19926 -1.48451
H11 1.47992 -2.72059 0.10606
C7 2.93887 4.69826 -2.47397
H12 1.36695 -4.88072 1.91958
C8 0.40569 -2.62915 0.25330
H13 -0.87730 2.97185 1.75991
H14 -1.14397 -7.23724 0.87792
C9 -0.14662 -1.51356 1.19387
H15 -2.09001 -2.43191 1.03164
H16 -0.26119 3.82816 -2.34089
H17 -2.75488 -4.63636 0.57990
C10 0.31289 -4.62698 1.98556
C11 -0.14067 2.06398 -0.02765
N2 0.17011 0.81677 0.63553
C12 -0.27338 -3.61530 1.18636
H18 1.01482 0.79045 1.18411
O2 -1.65175 -0.24950 -0.16949
H19 -2.14417 4.51443 0.48980
H20 -1.96127 -6.25102 2.17900
C13 -0.63360 -0.27252 0.50014
O3 1.91522 2.85323 0.89299
H21 -2.01047 -5.53153 -0.82547
O4 2.83043 3.84078 -1.32872
C14 -0.54631 -5.10170 0.78420
H22 -0.48893 1.85099 -1.03887
C15 1.61673 4.59229 -3.22146

Summary:
LUMO energy in eV: 0.615
HOMO in hartree: -0.242
Structure (SMILES): O=C([C@H](CO)NC(=O)[C@H]1C[C@@]2(C1)C[C@]21CC1)N1CCCO1

Löwdin atomic charge list, values in e, 8 entries: 0.12, -0.05, -0.12, -0.05, -0.39, -0.11, -0.13, 0.12

=====

It is C that is the least stable of them.

=====

--- A ---
C5H10N2 | wB97M-V/def2-TZVPD

CARTESIAN COORDINATES (ANGSTROEM)
H1 -3.13309 -0.73947 -0.41305
H2 2.30879 -1.02397 1.72988
C1 -1.17199 -0.16434 -1.08377
C2 0.60617 0.02692 0.74210
C3 -2.08473 -0.94426 -0.16856
H3 0.91704 1.09873 1.50095
H4 -1.30880 1.52935 0.02252
N1 2.02960 1.01835 1.10896
C4 0.17551 0.31437 -0.65104
N2 -0.93206 1.25480 -0.88447
H5 2.52837 -0.71123 -0.04612
H6 -1.90621 -0.68415 0.87801
H7 0.94806 0.36917 -1.42904
C5 2.00422 -0.42980 0.86870
H8 -1.25825 -0.42930 -2.13730
H9 -1.91611 -2.02075 -0.28312
H10 2.19347 1.53558 0.24536

Summary:
LUMO energy in eV: 1.167
HOMO in hartree: -0.320

Löwdin atomic charge list, values in e, 8 entries: 0.08, 0.10, -0.34, -0.12, -0.07, 0.12, 0.09, 0.02

=====

--- B ---
C5H10N2 | wB97M-V/def2-TZVPD

CARTESIAN COORDINATES (ANGSTROEM)
H1 -0.68472 -1.14900 1.11045
H2 1.10257 1.09646 1.37303
H3 1.45851 -1.42865 -2.37399
C1 0.09293 0.68815 1.30827
H4 -1.78727 0.47970 2.36326
H5 1.82196 -0.12320 -1.21271
H6 -0.90012 -0.87834 -2.47396
C2 -0.48066 0.97974 -0.02488
H7 -0.19757 1.91647 -0.52758
N1 -0.03595 -0.69005 1.75591
C3 -0.28742 -0.19000 -1.91265
H8 0.92474 -1.52385 -0.68020
C4 1.06341 -0.85199 -1.53572
C5 -0.71364 0.36363 2.49074
N2 -0.96158 -0.01025 -0.64739
H9 -0.11601 0.74017 -2.47924
H10 -0.29918 0.58100 3.46668

Summary:
LUMO energy in eV: 0.804
HOMO in hartree: -0.323
Structure (SMILES): CC/N=C/[C@H]1CN1

Löwdin atomic charge list, values in e, 8 entries: 0.08, 0.14, 0.07, -0.32, 0.11, 0.08, 0.09, -0.16

=====

--- C ---
C5H10N2 | wB97M-V/def2-TZVPD

CARTESIAN COORDINATES (ANGSTROEM)
H1 -2.54564 -1.60282 0.26025
C1 0.12553 0.76523 0.17906
H2 1.79096 2.26316 -2.32118
H3 3.42963 2.55627 -1.38086
H4 -0.57752 -1.97402 2.15077
H5 -2.05128 0.81823 -0.11777
H6 0.34433 1.60038 0.79102
C2 -1.91906 -1.20079 0.99222
H7 0.84733 -0.70407 -0.97219
C3 2.60043 1.90666 -1.49537
H8 -1.15504 -0.57768 -0.91925
C4 1.14106 0.21002 -0.50518
H9 -2.37678 -0.79906 1.86478
N1 2.35522 0.94416 -0.71448
H10 0.06071 -2.03748 0.88235
N2 -0.81920 -2.19000 1.26531
C5 -1.25069 0.02181 0.04052

Summary:
LUMO energy in eV: 1.043
HOMO in hartree: -0.310
Structure (SMILES): C=N/C=C/CCN

Löwdin atomic charge list, values in e, 8 entries: 0.06, -0.10, 0.12, 0.04, 0.01, 0.10, 0.08, -0.18

=====

--- D ---
C5H10N2 | wB97M-V/def2-TZVPD

CARTESIAN COORDINATES (ANGSTROEM)
H1 -1.56601 -0.54143 -1.97608
H2 0.00744 1.52445 -0.62870
H3 0.80407 -0.99153 -1.88633
N1 0.99981 0.22254 1.32970
C1 -1.98712 -0.05303 0.09910
C2 0.39984 -0.43230 -1.04103
H4 2.63404 1.24136 1.15583
N2 -0.08822 0.88929 -1.42191
H5 0.13632 0.02397 1.82396
H6 -2.89597 0.48395 -0.19244
H7 2.30562 -0.49809 -0.08214
C3 1.25867 -0.66532 0.19258
H8 -1.55128 0.50128 0.93485
H9 -2.29046 -1.04422 0.45602
C4 1.72874 1.20783 1.80608
C5 -1.05811 -0.16057 -1.08930
H10 1.16262 -1.70816 0.51980

Summary:
LUMO energy in eV: 0.874
HOMO in hartree: -0.312

Löwdin atomic charge list, values in e, 8 entries: 0.13, 0.09, 0.13, -0.15, -0.06, -0.28, -0.01, 0.06

=====

It is A that is the least stable of them.

=====

--- A ---
C5H10N2 | wB97M-V/def2-TZVPD

CARTESIAN COORDINATES (ANGSTROEM)
H1 0.58669 2.39853 0.19081
H2 0.75301 -1.60904 -0.24833
H3 -0.77513 1.38814 -1.30651
N1 1.13413 0.45438 -1.21940
H4 -1.87755 -2.36758 -1.28899
C1 0.76789 1.32802 0.29414
H5 0.74655 -0.31120 1.73104
H6 -0.44880 -1.64323 -2.18903
C2 -0.14570 0.62807 -0.81078
H7 -1.81339 -0.35749 0.29746
H8 1.84301 1.20808 0.00252
H9 1.27504 1.25484 2.38269
H10 -0.44447 0.95215 2.06376
N2 -0.22645 -1.78855 -0.01329
C3 0.57256 0.76642 1.69980
C4 -0.99727 -1.73117 -1.25154
C5 -0.95012 -0.57036 -0.33435

Summary:
LUMO energy in eV: 0.944
HOMO in hartree: -0.318

Löwdin atomic charge list, values in e, 8 entries: 0.13, 0.08, 0.14, 0.11, 0.10, -0.23, 0.07, 0.11

=====

--- B ---
C5H10N2 | wB97M-V/def2-TZVPD

CARTESIAN COORDINATES (ANGSTROEM)
H1 -1.50423 -0.01171 0.95729
H2 1.53932 -1.00127 -1.11311
H3 -0.24610 1.53055 -0.98164
C1 1.94437 0.44661 0.86458
H4 -2.78566 0.65791 -0.09431
N1 -0.25073 0.66647 -1.52737
N2 1.08159 0.52183 1.94948
C2 -2.11439 -0.19371 0.06148
H5 -1.63459 -0.91541 -2.00159
H6 0.33833 1.18338 1.70028
C3 1.22978 -0.70737 0.05235
C4 -1.22471 -0.39930 -1.13803
H7 2.06683 1.31155 0.18215
H8 1.14020 -1.65651 0.57707
H9 2.94246 0.07712 1.13216
C5 0.20704 -0.42903 -0.85707
H10 -2.72949 -1.08110 0.23626

Summary:
LUMO energy (alpha / beta) in eV: -0.022 / 0.340
HOMO (alpha / beta) in hartree: -0.236 / -0.265

Löwdin atomic charge list, values in e, 8 entries: 0.07, 0.21, 0.13, -0.41, 0.09, 0.13, -0.06, -0.04

=====

--- C ---
C5H10N2 | wB97M-V/def2-TZVPD

CARTESIAN COORDINATES (ANGSTROEM)
N1 -0.93071 0.96550 -0.53042
C1 -0.24942 -1.08097 0.33042
H1 -0.65582 -2.02423 0.61307
H2 -1.01605 0.13298 1.77220
N2 0.96388 -0.91450 -0.34379
C2 0.32199 0.99680 0.24791
C3 -0.04105 0.06535 1.30452
H3 1.16593 -1.62935 -0.97853
H4 -2.44375 -0.55675 -0.13009
C4 1.48761 0.35178 -0.49355
H5 0.68577 -0.18607 2.07531
H6 -1.48417 -0.66823 -1.59166
H7 0.63859 2.05134 0.58543
H8 -1.55989 1.79643 -0.13535
H9 2.32207 0.48340 0.13859
C5 -1.44007 -0.40704 -0.51014
H10 1.64070 0.68790 -1.50447

Summary:
LUMO energy in eV: 1.088
HOMO in hartree: -0.291
Structure (SMILES): C1N[C@@H]2CN[C@H]1C2

Löwdin atomic charge list, values in e, 8 entries: -0.06, -0.29, 0.13, 0.12, -0.05, -0.36, -0.14, 0.11

=====

It is B that is the least stable of them.

=====

--- A ---
C5H10N2 | wB97M-V/def2-TZVPD

CARTESIAN COORDINATES (ANGSTROEM)
N1 -1.28257 -1.49548 -0.22131
C1 -1.66580 1.11115 -0.53025
C2 2.21982 -0.01350 -0.39827
H1 0.38806 0.69498 1.78425
H2 2.34016 1.04995 -0.07857
N2 0.11907 -1.96418 -0.21218
H3 0.29715 -1.99915 -1.15000
C3 -0.97114 -0.04933 0.09798
C4 -0.25352 -0.12168 1.47816
H4 -2.86113 0.94824 -0.78290
H5 -1.17691 1.24673 -1.57024
H6 -1.55751 2.08234 -0.04042
C5 0.44708 -0.60432 0.16716
H7 2.69658 -0.79930 0.20551
H8 -1.81191 -1.97871 0.53955
H9 2.27843 -0.14862 -1.39123
H10 -0.46405 -0.77518 2.23347

Summary:
LUMO energy in eV: 1.000
HOMO in hartree: -0.321

Löwdin atomic charge list, values in e, 8 entries: 0.00, -0.05, 0.07, 0.09, 0.05, 0.01, 0.05, -0.41

=====

--- B ---
C5H10N2 | wB97M-V/def2-TZVPD

CARTESIAN COORDINATES (ANGSTROEM)
H1 2.48836 1.64227 -0.85363
C1 -0.33747 0.03949 -0.98808
H2 -1.03899 0.48992 1.42545
H3 0.00597 0.93328 -1.49437
H4 0.39587 -1.69936 -0.25367
H5 -2.46706 0.42410 -1.10492
H6 2.61127 -1.10898 0.03369
C2 2.15789 1.10792 0.04669
H7 -3.19684 -1.30592 0.57980
H8 -1.46985 -1.74928 0.91061
C3 -2.15923 -0.98044 0.56336
N1 0.63718 -0.72775 -0.44573
H9 2.92863 1.24772 0.81309
C4 -1.70735 0.01145 -0.44406
C5 1.86724 -0.33910 -0.12967
H10 1.23176 1.61005 0.37141
N2 -1.94738 0.40463 0.97005

Summary:
LUMO energy (alpha / beta) in eV: 0.899 / 0.899
HOMO (alpha / beta) in hartree: -0.242 / -0.242

Löwdin atomic charge list, values in e, 8 entries: 0.07, -0.13, 0.08, 0.10, 0.15, 0.12, 0.10, -0.11

=====

It is A that is the least stable of them.

=====

--- A ---
C5H10N2 | wB97M-V/def2-TZVPD

CARTESIAN COORDINATES (ANGSTROEM)
H1 -1.22785 2.03168 -1.18911
C1 -0.59144 1.15248 -1.28974
H2 0.36377 1.46231 -1.70950
H3 -1.54816 -0.41922 1.66481
C2 -0.39866 0.47060 0.06050
H4 0.42729 1.23130 0.60249
H5 -1.07466 0.46451 -1.98758
N1 0.39439 -1.90474 0.46965
C3 -1.71114 0.09804 0.72135
C4 0.65043 -0.59633 0.05542
H6 -0.37947 -2.35175 -0.00399
C5 1.82984 0.03566 0.14060
H7 1.22208 -2.48043 0.53777
H8 -2.29952 0.99742 0.90329
N2 3.05194 0.23726 0.04922
H9 -2.30583 -0.54692 0.06973
H10 3.59701 0.11812 0.90510

Summary:
LUMO energy in eV: 0.865
HOMO in hartree: -0.264
Structure (SMILES): CC(C)C(N)=C=N

Löwdin atomic charge list, values in e, 8 entries: 0.08, -0.08, 0.07, 0.08, -0.41, 0.18, 0.08, 0.09

=====

--- B ---
C5H10N2 | wB97M-V/def2-TZVPD

CARTESIAN COORDINATES (ANGSTROEM)
C1 -0.94433 -0.85603 0.48139
C2 0.24253 1.69028 -0.27911
H1 0.17135 2.75293 -0.52586
H2 1.11889 -1.08960 -0.66179
N1 0.18159 0.82859 -1.50299
H3 -1.05991 -1.77494 -1.50194
H4 -1.35772 -0.35121 1.34669
H5 -1.89692 0.77717 -0.92834
C3 -0.83898 0.79299 -0.68614
C4 -1.13967 -1.97550 -0.43049
H6 -1.68978 -2.87583 -0.16154
H7 0.89704 1.99144 1.74502
H8 1.11241 -0.48339 -1.21573
H9 2.20796 1.72551 0.58608
C5 1.19561 1.41123 0.86398
H10 1.23470 0.35657 1.14437
N2 0.06061 -1.68673 0.40205

Summary:
LUMO energy in eV: -0.168
HOMO in hartree: -0.356

Löwdin atomic charge list, values in e, 8 entries: -0.28, -0.31, 0.12, 0.10, 0.07, 0.09, 0.14, 0.13

=====

It is B that is the least stable of them.

=====

--- A ---
C6H8 | wB97M-V/def2-TZVPD

CARTESIAN COORDINATES (ANGSTROEM)
H1 2.02351 0.52276 -0.16945
C1 0.04111 -0.26985 0.19594
C2 -0.10505 -0.65590 -1.22282
C3 1.11853 0.69172 0.42469
H2 -0.66428 -0.47041 2.22693
H3 -1.32670 -1.17963 -2.86164
H4 -1.48802 -1.48385 0.93847
H5 0.83564 -0.79792 -1.78504
H6 0.17697 2.04163 1.80139
H7 1.92539 2.44340 1.27126
C4 -0.72981 -0.76399 1.18306
C5 -1.27252 -0.82743 -1.84140
H8 -2.24025 -0.68683 -1.33736
C6 1.07402 1.76060 1.24644

Summary:
LUMO energy in eV: 0.667
HOMO in hartree: -0.326
Structure (SMILES): C=CC(=C)C=C

Löwdin atomic charge list, values in e, 8 entries: 0.10, -0.35, -0.16, -0.16, 0.07, 0.05, 0.06, 0.11

=====

--- B ---
C6H8 | wB97M-V/def2-TZVPD

CARTESIAN COORDINATES (ANGSTROEM)
C1 -0.66585 1.10213 -0.03928
H1 -2.05488 -0.62660 0.27697
H2 -1.60002 -0.28000 -1.42364
C2 -1.25765 -0.26681 -0.37625
H3 0.41188 -1.31929 2.03015
H4 1.12961 2.12191 -0.78118
H5 0.83675 0.37608 1.57096
C3 0.04037 -0.97689 -0.12802
H6 2.01707 -0.44845 -1.18836
H7 0.15351 -2.05227 -0.28841
H8 -1.19202 1.88828 0.48850
C4 1.12113 -0.11495 -0.67751
C5 0.51111 -0.58382 1.23917
C6 0.59199 1.19841 -0.59600

Summary:
LUMO energy (alpha / beta) in eV: 0.482 / 0.481
HOMO (alpha / beta) in hartree: -0.278 / -0.278

Löwdin atomic charge list, values in e, 8 entries: -0.08, 0.11, 0.11, -0.16, 0.06, 0.10, 0.04, -0.42

=====

It is B that is the least stable of them.